--- A ---
C24H24Br4N5O4PTi as an isolated structure. Source: the Open Molecules 2025 dataset; level of theory: ωB97M-V/def2-TZVPD.

XYZ file:
```
63
Properties=species:S:1:pos:R:3:mulliken_charge:R:1
Ti 0.284 -0.700 -0.288 -1.102
C 2.776 -3.554 1.254 -1.397
C 1.598 -3.142 0.444 1.281
O 0.834 -2.189 0.932 -0.531
C 1.325 -3.774 -0.756 -1.437
C 0.311 -3.376 -1.703 1.080
C -0.133 -4.265 -2.858 -1.370
N -0.185 -2.161 -1.651 1.155
N -1.264 -1.784 -2.407 -0.817
C -1.876 -0.757 -1.925 0.763
O -1.601 -0.212 -0.749 -0.831
C -3.052 -0.199 -2.640 0.309
C -3.531 -0.736 -3.832 -0.304
C -4.731 -0.336 -4.376 -0.613
C -5.514 0.620 -3.706 -0.471
C -5.030 1.171 -2.559 -0.611
C -3.796 0.787 -2.011 -0.256
H 3.549 -2.787 1.324 0.244
H 3.243 -4.439 0.841 0.429
H 2.421 -3.748 2.289 0.287
H 1.862 -4.668 -0.926 0.423
H 0.100 -5.322 -2.660 0.403
H 0.365 -3.943 -3.768 0.287
H -1.206 -4.167 -3.059 0.360
H -2.919 -1.484 -4.324 0.426
H -5.026 -0.629 -5.377 0.353
H -6.411 1.002 -4.138 0.413
H -5.583 1.978 -2.029 0.311
H -3.449 1.229 -1.063 0.316
Br 3.853 3.650 -4.240 -0.157
C 3.480 2.438 -2.868 0.016
C 4.426 1.625 -2.283 0.482
Br 6.228 1.882 -2.695 -0.175
C 4.054 0.604 -1.360 -0.439
Br 5.299 -0.654 -0.754 -0.143
C 2.723 0.404 -1.049 0.320
O 2.201 -0.587 -0.341 -0.219
C 1.741 1.262 -1.633 0.381
O 0.495 0.941 -1.363 -0.164
C 2.128 2.225 -2.566 -0.424
Br 0.710 3.177 -3.454 -0.135
C -1.166 2.735 3.898 -0.909
N -1.268 1.334 4.328 0.112
C -0.095 0.935 5.001 -0.907
N 1.180 1.232 4.240 0.086
C 1.221 2.613 3.858 -0.901
N 0.020 3.026 3.127 0.153
C -0.021 2.430 1.786 -1.108
P -0.116 0.562 1.926 2.488
C -1.524 0.437 3.178 -0.945
C 1.301 0.326 3.111 -0.977
H -1.194 3.330 4.796 0.292
H -2.049 2.939 3.332 0.467
H -0.055 -0.144 5.204 0.420
H 0.022 1.468 5.938 0.287
H 2.123 2.771 3.285 0.449
H 1.338 3.211 4.793 0.235
H 0.864 2.677 1.223 0.498
H -0.849 2.765 1.163 0.397
H -1.598 -0.600 3.532 0.380
H -2.447 0.745 2.687 0.393
H 2.198 0.578 2.531 0.363
H 1.419 -0.751 3.388 0.283
```

Properties
- E_LUMO (alpha / beta): -0.58 / -0.58 eV
- Total charge: 0
- Frontier orbital gap (alpha / beta): 7.410 / 7.409 eV

***

--- B ---
C24H24Br4N5O4PTi as an isolated structure. Source: the Open Molecules 2025 dataset; level of theory: ωB97M-V/def2-TZVPD.

XYZ file:
```
63
Properties=species:S:1:pos:R:3:mulliken_charge:R:1
Ti 1.288 -1.460 -1.258 0.503
C 1.124 -2.925 -4.923 -1.121
C 1.614 -1.837 -4.065 1.184
O 1.981 -2.155 -2.805 -0.709
C 1.650 -0.523 -4.530 -1.561
C 1.972 0.518 -3.626 1.102
C 2.661 1.777 -4.158 -1.230
N 1.643 0.314 -2.386 0.542
N 1.895 1.382 -1.516 -0.844
C 2.130 0.919 -0.371 0.358
O 2.149 -0.377 -0.084 -0.748
C 2.322 1.966 0.657 0.439
C 1.826 3.231 0.542 -0.189
C 2.062 4.177 1.525 -0.652
C 2.730 3.874 2.708 -0.618
C 3.217 2.521 2.836 -0.536
C 2.994 1.625 1.817 0.084
H 1.936 -3.601 -5.256 0.333
H 0.542 -2.566 -5.826 0.351
H 0.501 -3.613 -4.398 0.240
H 1.659 -0.363 -5.592 0.363
H 3.745 1.599 -4.015 0.271
H 2.306 2.613 -3.657 0.379
H 2.378 1.899 -5.236 0.376
H 1.357 3.529 -0.361 0.515
H 1.520 5.118 1.481 0.339
H 2.913 4.459 3.551 0.485
H 3.866 2.285 3.746 0.312
H 3.338 0.579 1.880 0.325
Br -4.204 -4.539 -3.572 -0.151
C -2.569 -4.062 -2.661 -0.321
C -1.755 -5.084 -2.201 0.396
Br -2.287 -6.913 -2.463 -0.162
C -0.611 -4.849 -1.419 -0.541
Br 0.361 -6.344 -0.829 -0.128
C -0.193 -3.503 -1.215 0.871
O 0.837 -3.113 -0.389 -0.667
C -1.006 -2.447 -1.674 0.664
O -0.543 -1.243 -1.402 -0.486
C -2.189 -2.751 -2.377 0.406
Br -3.165 -1.329 -2.944 -0.103
C -0.613 1.297 2.215 -0.965
N -1.905 1.320 1.575 0.187
C -2.811 2.189 2.240 -1.046
N -2.886 1.921 3.693 0.052
C -1.545 1.972 4.245 -0.909
N -0.586 1.037 3.629 0.125
C -0.997 -0.309 3.904 -0.639
P -2.741 -0.794 3.223 -0.128
C -2.469 -0.074 1.568 0.205
C -3.577 0.648 3.905 -0.688
H -0.111 2.249 2.066 0.007
H -0.015 0.557 1.702 0.582
H -3.811 2.105 1.830 0.391
H -2.413 3.222 2.136 0.323
H -1.677 1.823 5.347 0.376
H -1.229 3.064 4.089 0.284
H -1.002 -0.410 4.998 0.441
H -0.261 -1.005 3.467 0.394
H -3.414 -0.113 1.040 0.539
H -1.692 -0.695 1.035 -0.414
H -3.674 0.534 5.015 0.370
H -4.565 0.675 3.545 0.442
```

Properties
- E_LUMO: -0.77 eV
- Total charge: 0
- Frontier orbital gap: 7.328 eV

***

In terms of stability, A leads; the second structure lies 165.3 kJ/mol higher.

***

--- A ---
One molecule with the formula C3H3BrO2S. Source: the Open Molecules 2025 dataset; level of theory: ωB97M-V/def2-TZVPD.

XYZ file:
```
10
Properties=species:S:1:pos:R:3:mulliken_charge:R:1
C 0.086 0.442 -0.705 -0.044
C 0.058 -0.124 -1.874 -0.253
C 0.069 -0.603 0.488 -0.376
O 0.038 -0.864 3.140 -0.491
O -0.048 1.411 2.164 -0.506
S -0.289 -0.015 2.017 0.821
Br 0.230 1.064 -3.347 -0.151
H 0.020 1.555 -0.417 0.331
H -0.033 -1.224 -1.952 0.348
H -0.132 -1.643 0.487 0.321
```

Properties
- E_LUMO: -1.72 eV
- Total charge: 0
- Frontier orbital gap: 7.562 eV

***

--- B ---
A 2-piece molecular cluster, C3H3BrO2S overall. Source: the Open Molecules 2025 dataset; level of theory: ωB97M-V/def2-TZVPD.

XYZ file:
```
10
Properties=species:S:1:pos:R:3:mulliken_charge:R:1
C -0.574 2.081 -0.249 -0.012
C 0.619 2.016 -0.338 -0.344
C 0.709 -1.185 0.388 -0.651
O -1.850 -0.602 0.587 -0.479
O -1.168 -2.356 -1.044 -0.497
S -0.853 -1.482 0.049 0.890
Br 2.409 1.914 -0.532 0.003
H -1.618 2.110 -0.138 0.379
H 1.423 -1.884 0.006 0.290
H 0.902 -0.612 1.270 0.421
```

Properties
- E_LUMO: -0.32 eV
- Total charge: 0
- Frontier orbital gap: 9.792 eV

***

In terms of stability, A leads; the second structure lies 98.1 kJ/mol higher.

***

--- A ---
C5H16NO5 as an isolated structure. Source: the Open Molecules 2025 dataset; level of theory: ωB97M-V/def2-TZVPD.

XYZ file:
```
27
Properties=species:S:1:pos:R:3:mulliken_charge:R:1
C 1.488 0.078 -1.174 -1.477
C 0.936 -0.899 -0.164 0.114
C -0.471 -1.581 -0.667 -0.083
C -0.386 -2.579 -1.759 -0.171
O -1.443 -2.873 -2.215 -0.482
N 0.785 -0.427 1.172 -0.299
C 0.265 0.964 1.422 -0.223
O -0.938 0.895 1.963 -0.763
H 1.972 -0.446 -1.935 0.493
H 0.715 0.695 -1.523 0.425
H 2.296 0.668 -0.611 0.256
H 1.748 -1.765 -0.040 0.199
H -1.011 -0.619 -0.862 -0.001
H -0.890 -1.989 0.381 0.242
H 0.494 -2.934 -2.130 0.494
H 0.274 -0.970 1.755 0.192
H 0.187 1.441 0.385 0.218
H 0.878 1.474 2.243 0.160
H 2.870 1.211 2.022 0.301
H 2.732 -0.235 2.434 0.393
O 3.371 0.554 2.422 -0.658
H -3.122 1.432 -2.530 0.297
H -2.547 1.620 -1.183 0.397
O -2.320 1.756 -2.136 -0.680
H -1.839 1.126 1.245 0.437
H -3.218 2.048 1.046 0.201
O -2.826 1.355 0.439 -0.979
```

Properties
- E_LUMO: 3.40 eV
- Total charge: -1
- Frontier orbital gap: 8.063 eV

***

--- B ---
A 4-piece molecular cluster, C5H16NO5 overall. Source: the Open Molecules 2025 dataset; level of theory: ωB97M-V/def2-TZVPD.

XYZ file:
```
27
Properties=species:S:1:pos:R:3:mulliken_charge:R:1
O 2.711 -0.036 -0.101 -0.746
C 1.847 -0.030 -0.994 0.380
O 1.891 0.332 -2.201 -0.859
C 0.435 -0.710 -0.497 0.500
C -0.758 0.146 -0.915 -0.681
C -2.096 -0.325 -0.336 -0.524
C -2.486 0.455 0.912 -0.992
N 0.553 -2.008 -1.205 -0.745
H 0.592 -1.004 0.551 0.158
H -0.620 1.145 -0.550 0.456
H -0.798 0.201 -1.993 0.208
H -2.850 -0.359 -1.125 0.338
H -2.096 -1.371 -0.006 0.236
H -2.486 1.548 0.670 0.318
H -3.507 0.358 1.325 0.393
H -1.761 0.282 1.751 0.022
H -0.071 -2.759 -0.948 0.211
H 0.473 -1.711 -2.176 0.251
H 1.430 1.071 3.178 0.423
H 0.044 0.774 2.893 0.251
O 0.548 1.410 3.416 -0.660
H 1.431 -1.178 3.058 0.277
H 2.513 -0.831 1.884 0.422
O 2.336 -0.980 2.824 -0.689
H 1.482 2.333 -3.053 0.332
H 0.634 1.156 -2.971 0.458
O 0.612 2.092 -3.390 -0.736
```

Properties
- E_LUMO: 3.19 eV
- Total charge: -1
- Frontier orbital gap: 7.918 eV

***

In terms of stability, B leads; the second structure lies 268.1 kJ/mol higher.

***

--- A ---
One molecule with the formula C3H5NO2S2. Source: the Open Molecules 2025 dataset; level of theory: ωB97M-V/def2-TZVPD.

XYZ file:
```
13
Properties=species:S:1:pos:R:3:mulliken_charge:R:1
C -0.519 -1.090 1.136 0.665
C 0.230 -1.010 -0.189 -0.814
C 0.393 1.412 -0.748 0.397
H -0.623 -2.322 2.501 0.335
H 1.278 -0.982 0.027 0.355
H -0.019 -1.916 -0.772 0.371
H -0.754 0.055 -1.756 0.225
H 0.304 3.719 -1.242 0.163
N -0.138 0.202 -0.974 -0.206
O 0.016 -2.123 1.818 -0.440
O -1.402 -0.428 1.573 -0.505
S -0.306 2.690 -1.838 -0.246
S 1.540 1.794 0.465 -0.299
```

Properties
- E_LUMO: 0.44 eV
- Total charge: 0
- Frontier orbital gap: 9.020 eV

***

--- B ---
A 4-piece molecular cluster, C3H5NO2S2 overall. Source: the Open Molecules 2025 dataset; level of theory: ωB97M-V/def2-TZVPD.

XYZ file:
```
13
Properties=species:S:1:pos:R:3:mulliken_charge:R:1
C 3.007 -0.192 0.609 -0.702
C 0.012 0.162 -0.169 0.419
C -1.427 -0.267 -0.169 0.226
H 2.618 1.466 0.840 0.376
H 2.855 -1.190 1.879 0.219
H 4.381 -0.581 -0.412 0.191
H 1.471 2.966 -0.412 0.365
H -2.376 -1.858 -0.742 0.372
N 0.179 1.354 -0.470 -0.304
O 1.516 1.892 -0.332 -0.426
O -1.308 -1.659 -0.491 -0.475
S 1.326 -1.176 -0.015 -0.049
S -2.665 0.529 0.459 -0.212
```

Properties
- E_LUMO: -0.94 eV
- Total charge: 0
- Frontier orbital gap: 7.751 eV

***

--- C ---
One molecule with the formula C3H5NO2S2. Source: the Open Molecules 2025 dataset; level of theory: ωB97M-V/def2-TZVPD.

XYZ file:
```
13
Properties=species:S:1:pos:R:3:mulliken_charge:R:1
C 0.856 0.195 0.347 -0.584
C 1.061 1.119 -0.589 0.467
C -0.304 -0.345 1.061 0.773
N -1.441 0.646 -0.676 -0.653
O -0.706 0.160 2.063 -0.547
O -0.588 -1.621 0.781 -0.458
S -0.408 1.811 -1.466 -0.058
S 2.651 1.800 -0.984 -0.223
H 1.835 -0.138 0.889 0.189
H -2.069 0.148 -1.381 0.296
H -2.067 1.285 -0.193 0.311
H -1.374 -1.905 1.204 0.329
H 2.993 1.956 0.305 0.157
```

Properties
- E_LUMO: 0.34 eV
- Total charge: 0
- Frontier orbital gap: 9.105 eV

***

In terms of stability, A leads; the second structure lies 161.9 kJ/mol higher.

***

--- A ---
A 2-piece molecular cluster, C3H5NO2S2 overall. Source: the Open Molecules 2025 dataset; level of theory: ωB97M-V/def2-TZVPD.

XYZ file:
```
13
Properties=species:S:1:pos:R:3:mulliken_charge:R:1
C -1.551 -0.617 0.074 0.440
C -2.207 0.768 -0.074 0.129
C 3.079 0.193 -0.251 -0.071
H -3.710 -1.286 -0.289 0.168
H -1.476 1.590 0.036 0.267
H 1.542 -0.380 0.951 0.233
H 1.371 1.211 0.277 0.217
H 3.370 1.061 -0.850 0.266
N 1.906 0.362 0.370 -0.248
O -0.366 -0.675 0.284 -0.458
O -3.379 0.937 -0.284 -0.433
S -2.606 -2.021 -0.078 -0.155
S 4.025 -1.143 -0.167 -0.356
```

Properties
- E_LUMO: -1.30 eV
- Total charge: 0
- Frontier orbital gap: 6.865 eV

***

--- B ---
One molecule with the formula C3H5NO2S2. Source: the Open Molecules 2025 dataset; level of theory: ωB97M-V/def2-TZVPD.

XYZ file:
```
13
Properties=species:S:1:pos:R:3:mulliken_charge:R:1
C -0.126 -1.079 -1.611 0.099
C 2.036 -1.615 -0.052 -0.955
C -2.507 2.128 -0.202 -0.502
N -1.938 1.581 -1.223 0.692
O -1.147 2.068 -2.010 -0.656
O -2.289 0.272 -1.497 -0.370
S -1.363 -0.863 -2.567 0.084
S 1.059 -2.220 -1.462 0.017
H 2.430 -0.715 -0.373 0.348
H 2.864 -2.257 -0.088 0.370
H 1.532 -1.873 0.817 0.334
H -2.401 3.196 -0.169 0.260
H -3.122 1.580 0.519 0.279
```

Properties
- E_LUMO: -0.16 eV
- Total charge: 0
- Frontier orbital gap: 8.422 eV

***

--- C ---
One molecule with the formula C3H5NO2S2. Source: the Open Molecules 2025 dataset; level of theory: ωB97M-V/def2-TZVPD.

XYZ file:
```
13
Properties=species:S:1:pos:R:3:mulliken_charge:R:1
C -3.167 -0.073 -0.182 -0.777
C -0.644 -0.459 0.381 0.341
C 0.896 -0.164 0.249 0.267
H -3.892 0.750 -0.344 0.318
H -3.353 -1.004 -0.826 0.283
H -3.254 -0.517 0.880 0.264
H 0.399 1.722 0.830 0.290
H 2.861 0.990 -0.293 0.309
N 1.222 1.046 0.639 -0.155
O -1.039 -1.449 0.818 -0.393
O 2.347 1.786 0.047 -0.329
S -1.642 0.804 -0.430 -0.052
S 2.000 -1.291 -0.466 -0.366
```

Properties
- E_LUMO: -0.54 eV
- Total charge: 0
- Frontier orbital gap: 8.559 eV

***

--- D ---
One molecule with the formula C3H5NO2S2. Source: the Open Molecules 2025 dataset; level of theory: ωB97M-V/def2-TZVPD.

XYZ file:
```
13
Properties=species:S:1:pos:R:3:mulliken_charge:R:1
C -1.847 -0.087 -0.174 0.358
C 0.179 -1.010 0.715 -0.754
C 2.290 0.227 -0.609 0.180
H -1.812 2.037 -0.515 0.291
H -0.213 1.323 0.221 0.237
H 0.327 -0.075 1.258 0.598
H 0.329 -1.991 1.356 0.318
H 3.224 0.351 -1.297 0.302
N -1.164 1.132 -0.396 -0.407
O -1.155 -1.098 0.500 -0.252
O 1.854 1.070 0.202 -0.502
S -3.434 -0.466 -0.534 -0.296
S 1.422 -1.414 -0.728 -0.074
```

Properties
- E_LUMO: 0.06 eV
- Total charge: 0
- Frontier orbital gap: 8.672 eV

***

In terms of stability, A leads; the second structure lies 109.0 kJ/mol higher.

***

--- A ---
A 2-piece molecular cluster, C4H12O overall. Source: the Open Molecules 2025 dataset; level of theory: ωB97M-V/def2-TZVPD.

XYZ file:
```
17
Properties=species:S:1:pos:R:3:mulliken_charge:R:1
C 0.620 -2.746 -0.082 -0.715
C 0.619 -1.982 -1.412 -0.533
H -0.078 -3.570 -0.305 0.238
H 1.637 -3.046 0.179 0.256
H 0.324 -2.131 0.753 0.242
H 1.505 -2.215 -2.040 0.295
H 0.373 -0.892 -1.241 -0.040
H -0.256 -2.233 -2.073 0.268
C -0.114 2.612 0.883 -0.154
C -1.336 1.771 0.858 -0.841
O 0.914 1.963 0.122 -0.532
H -0.092 3.723 0.655 0.251
H 0.377 2.509 1.871 0.191
H -1.880 1.766 -0.081 0.324
H 0.692 1.655 -0.771 0.278
H -2.125 2.151 1.565 0.308
H -1.180 0.664 1.121 0.164
```

Properties
- E_LUMO: 0.99 eV
- Total charge: 0
- Frontier orbital gap: 11.282 eV

***

--- B ---
A 2-piece molecular cluster, C4H12O overall. Source: the Open Molecules 2025 dataset; level of theory: ωB97M-V/def2-TZVPD.

XYZ file:
```
17
Properties=species:S:1:pos:R:3:mulliken_charge:R:1
C -0.618 -2.313 -0.306 -0.395
C -0.092 -0.959 0.127 -0.792
O -0.046 -2.793 -1.521 -0.538
H -0.372 -3.067 0.447 0.255
H -1.700 -2.348 -0.390 0.286
H 0.939 -0.754 -0.138 0.324
H -0.557 -2.513 -2.285 0.298
H -0.365 -0.846 1.169 0.326
H -0.670 -0.152 -0.350 0.228
C 1.082 2.532 0.889 -0.812
C -0.254 3.252 0.766 -0.875
H 1.532 2.419 -0.099 0.257
H 1.775 3.180 1.397 0.358
H 1.067 1.597 1.446 0.227
H -0.669 3.427 1.747 0.271
H -0.096 4.258 0.365 0.294
H -0.967 2.764 0.138 0.288
```

Properties
- E_LUMO: 0.94 eV
- Total charge: 0
- Frontier orbital gap: 11.310 eV

***

In terms of stability, B leads; the second structure lies 59.3 kJ/mol higher.